C5H13N | ωB97M-V with the def2-TZVPD basis set

```
! wB97M-V def2-TZVPD RIJCOSX def2/J DEFGRID3
* xyz -1 2
C -1.273 0.366 -1.441
N -0.850 0.067 -0.048
C -1.445 -0.824 0.881
C 1.335 1.343 -0.297
C 0.622 -0.056 -0.136
C 1.509 -0.754 1.076
H -1.151 -0.503 -2.153
H -0.752 1.256 -1.863
H -2.400 0.332 -1.449
H -0.918 -1.711 1.063
H -2.448 -1.023 0.537
H -1.606 -0.290 1.786
H 2.306 1.509 0.253
H 0.755 2.250 -0.185
H 1.787 1.215 -1.268
H 0.752 -0.936 -0.934
H 2.532 -0.540 0.759
H 1.205 -0.629 2.163
H 1.395 -1.851 1.126
*
```

Output
energy above the lowest of the compared OMol25 structures with the same formula, charge and spin: 253.3 kJ/mol
E_HOMO (spin up / spin down): 1.5 / -4.4 eV
gap between HOMO and LUMO (spin up / spin down): 0.0971 / 0.3175 Ha

C13H22NO8 | ωB97M-V with the def2-TZVPD basis set

```
! wB97M-V def2-TZVPD RIJCOSX def2/J DEFGRID3
* xyz -1 1
C -0.365 -0.226 1.903
C -0.496 -1.392 1.644
C -0.667 -2.795 1.269
C -2.085 -3.318 1.577
C -3.152 -2.880 0.553
C -4.055 -1.753 1.049
N -5.248 -2.374 1.690
C -4.486 -0.736 -0.042
O -5.608 -0.227 0.142
O -3.664 -0.483 -0.938
H -0.320 0.824 2.070
H -0.480 -2.872 0.196
H 0.074 -3.400 1.796
H -2.013 -4.407 1.621
H -2.361 -2.950 2.567
H -2.683 -2.600 -0.388
H -3.792 -3.749 0.374
H -3.505 -1.174 1.799
H -4.926 -3.217 2.162
H -5.573 -1.773 2.438
C 3.934 -1.164 -2.752
O 2.944 -0.322 -3.341
C 1.822 -0.221 -2.608
O 1.630 -0.765 -1.556
O 0.977 0.578 -3.243
C -0.283 0.779 -2.565
H 4.778 -1.157 -3.436
H 4.241 -0.780 -1.780
H 3.558 -2.179 -2.637
H -0.122 1.254 -1.600
H -0.817 -0.157 -2.423
H -0.860 1.436 -3.208
C 3.398 2.401 -1.201
O 3.269 3.699 -0.610
C 2.816 3.688 0.642
O 2.540 2.714 1.288
O 2.721 4.954 1.061
C 2.228 5.084 2.396
H 3.772 2.561 -2.208
H 4.104 1.793 -0.638
H 2.433 1.904 -1.242
H 2.891 4.586 3.101
H 1.227 4.667 2.479
H 2.203 6.150 2.601
*
```

Output
E_HOMO: -4.0 eV
gap between HOMO and LUMO: 0.2337 Ha

C8H13NO | ωB97M-V with the def2-TZVPD basis set

```
! wB97M-V def2-TZVPD RIJCOSX def2/J DEFGRID3
* xyz 0 1
C -2.246 1.704 -1.290
C 1.485 0.023 1.705
C 1.341 -2.516 0.322
C -1.637 0.763 -0.274
C -0.212 1.006 0.093
C 0.583 -0.153 0.511
C 0.546 -1.331 -0.147
N -0.092 -1.521 -1.361
C 0.254 2.260 0.155
O -2.288 -0.125 0.234
H -0.765 -0.814 -1.617
H -0.434 -2.457 -1.519
H -1.539 1.944 -2.080
H -3.145 1.256 -1.708
H -2.532 2.626 -0.788
H 2.530 0.107 1.403
H 1.212 0.919 2.255
H 1.399 -0.827 2.379
H 1.261 -3.333 -0.390
H 0.977 -2.859 1.290
H 2.392 -2.255 0.431
H 1.264 2.465 0.467
H -0.354 3.117 -0.073
*
```

Output
energy above the lowest of the compared OMol25 structures with the same formula, charge and spin: 98.4 kJ/mol
E_HOMO: -7.6 eV
SMILES: C=C(C(C)=O)/C(C)=C(/C)N
gap between HOMO and LUMO: 0.3016 Ha

C9H24F3NO10 | ωB97M-V with the def2-TZVPD basis set

```
! wB97M-V def2-TZVPD RIJCOSX def2/J DEFGRID3
* xyz 0 1
C -0.809 -2.007 2.790
C -0.981 -0.481 2.705
C -1.927 -0.062 1.563
C -1.403 1.246 0.900
N -0.685 0.858 -0.317
C 0.603 1.062 -0.549
C 1.463 2.091 -0.423
C 1.198 3.377 0.232
F -0.016 3.799 0.201
F 2.055 4.307 -0.084
F 1.442 3.144 1.564
C 2.670 1.683 -1.166
O 3.130 2.348 -1.999
O 2.852 0.311 -1.083
C 1.537 -0.121 -0.803
O 1.354 -1.185 -0.368
H -1.655 -2.412 3.328
H 0.123 -2.205 3.300
H -0.797 -2.428 1.791
H -0.020 0.018 2.668
H -1.448 -0.166 3.625
H -2.913 0.178 1.954
H -2.019 -0.838 0.822
H -0.704 1.752 1.539
H -2.268 1.866 0.679
H -1.146 0.233 -0.954
O -0.360 -0.822 5.637
H -0.734 -0.181 6.252
H 0.460 -1.101 6.059
O -1.666 -2.764 -0.347
H -1.459 -2.744 -1.291
H -1.209 -3.546 -0.019
O -1.448 -2.103 -3.310
H -0.620 -1.717 -3.612
H -2.124 -1.541 -3.706
O -4.145 -3.906 -3.411
H -3.840 -4.164 -4.287
H -3.336 -3.668 -2.942
O -2.036 -0.887 -5.842
H -1.467 -0.981 -6.614
H -2.502 -0.057 -5.992
O 3.175 5.468 2.517
H 3.611 4.653 2.786
H 2.860 5.283 1.624
O 5.735 -0.862 -1.594
H 6.497 -0.360 -1.900
H 4.976 -0.369 -1.927
*
```

Output
energy above the lowest of the compared OMol25 structures with the same formula, charge and spin: 119.7 kJ/mol
E_HOMO: -9.4 eV
SMILES: CCCCNC1=C(C(F)(F)F)C(=O)OC1=O.O.O.O.O.O.O.O
gap between HOMO and LUMO: 0.3263 Ha

C3H13N3 | ωB97M-V with the def2-TZVPD basis set

```
! wB97M-V def2-TZVPD RIJCOSX def2/J DEFGRID3
* xyz 0 1
C 0.372 -4.173 -0.875
C 0.754 -3.398 -2.143
N 1.924 -3.998 -2.795
H -0.609 -3.858 -0.522
H 0.499 -5.229 -1.028
H 1.003 -3.771 -0.085
H -0.050 -3.412 -2.879
H 1.044 -2.387 -1.884
H 2.225 -4.902 -2.474
H 1.848 -3.984 -3.797
N -1.670 3.020 2.404
C -0.496 3.638 1.746
N -0.775 5.055 1.620
H -1.804 2.062 2.123
H -2.426 3.653 2.200
H 0.382 3.449 2.376
H -0.319 3.254 0.736
H 0.032 5.617 1.417
H -1.345 5.526 2.303
*
```

Output
energy above the lowest of the compared OMol25 structures with the same formula, charge and spin: 76.1 kJ/mol
E_HOMO: -8.9 eV
SMILES: CCN.NCN
gap between HOMO and LUMO: 0.3663 Ha

C40H46N8O2RuSe | ωB97M-V with the def2-TZVPD basis set

```
! wB97M-V def2-TZVPD RIJCOSX def2/J DEFGRID3
* xyz 3 2
Ru -1.781 2.055 -0.547
C -1.758 2.771 -3.583
N -0.755 3.020 -2.537
C -0.507 4.452 -2.318
C -1.036 4.969 -1.000
C -1.146 6.334 -0.784
C -1.588 6.798 0.442
C -1.896 5.877 1.434
C -1.757 4.537 1.152
N -1.344 4.080 -0.046
C 0.478 2.267 -2.795
C 0.194 0.787 -2.781
C 0.821 -0.076 -3.663
C 0.562 -1.436 -3.576
C -0.310 -1.884 -2.599
C -0.900 -0.954 -1.761
N -0.672 0.359 -1.850
C -3.130 3.096 -3.060
C -4.185 3.456 -3.882
C -5.412 3.751 -3.314
C -5.543 3.695 -1.933
C -4.454 3.309 -1.183
N -3.266 2.999 -1.730
H -1.735 1.713 -3.854
H -1.536 3.338 -4.493
H -0.933 5.049 -3.128
H 0.570 4.636 -2.342
H -0.881 7.022 -1.575
H -1.687 7.859 0.624
H -2.239 6.188 2.410
H -1.974 3.788 1.903
H 1.179 2.497 -1.988
H 0.950 2.551 -3.742
H 1.503 0.315 -4.406
H 1.035 -2.128 -4.260
H -0.528 -2.936 -2.479
H -1.574 -1.269 -0.974
H -4.036 3.509 -4.952
H -6.251 4.033 -3.935
H -6.473 3.944 -1.443
H -4.515 3.254 -0.103
C 5.436 -1.854 0.482
C 5.777 -0.392 0.775
C 4.573 0.537 0.940
C 3.837 0.414 2.273
N 3.338 -0.933 2.562
C 2.289 -1.536 1.908
Se 1.313 -0.861 0.542
N 2.124 -2.765 2.503
C 1.097 -3.736 2.113
C 1.448 -4.459 0.814
C 2.738 -5.276 0.895
C 2.596 -6.556 1.709
C 3.021 -2.915 3.525
C 3.246 -3.952 4.422
C 4.287 -3.798 5.388
C 5.039 -2.664 5.425
C 4.805 -1.599 4.501
C 3.790 -1.748 3.567
H 6.300 -2.370 0.065
H 4.624 -1.931 -0.245
H 5.145 -2.415 1.373
H 6.373 -0.006 -0.053
H 6.422 -0.322 1.657
H 3.873 0.394 0.116
H 4.909 1.576 0.898
H 2.982 1.089 2.336
H 4.523 0.666 3.081
H 0.160 -3.185 2.038
H 1.009 -4.446 2.934
H 1.502 -3.728 0.007
H 0.608 -5.123 0.595
H 3.546 -4.654 1.298
H 3.047 -5.532 -0.119
H 2.278 -6.372 2.739
H 3.538 -7.100 1.757
H 1.856 -7.220 1.262
H 2.661 -4.862 4.405
H 4.462 -4.605 6.085
H 5.830 -2.546 6.153
H 5.417 -0.708 4.546
O -0.440 1.544 2.142
C -0.602 1.616 1.024
N -4.802 -2.387 -2.884
C -5.627 -1.846 -1.953
O -6.830 -1.937 -1.973
C -4.973 -1.038 -0.856
C -5.564 -1.035 0.404
C -5.068 -0.181 1.373
C -4.015 0.655 1.047
N -3.440 0.661 -0.163
C -3.912 -0.184 -1.091
H -5.225 -2.950 -3.606
H -3.813 -2.467 -2.736
H -6.411 -1.682 0.592
H -5.502 -0.137 2.361
H -3.630 1.362 1.773
H -3.456 -0.123 -2.072
*
```

Output
energy above the lowest of the compared OMol25 structures with the same formula, charge and spin: 125.2 kJ/mol
E_HOMO (spin up / spin down): -13.8 / -13.7 eV
gap between HOMO and LUMO (spin up / spin down): 0.1166 / 0.1140 Ha

C4H8O2 | ωB97M-V with the def2-TZVPD basis set

```
! wB97M-V def2-TZVPD RIJCOSX def2/J DEFGRID3
* xyz 0 1
C -1.230 -2.086 0.063
C -1.285 -1.333 1.192
O -1.740 -0.023 1.066
H -1.836 -2.959 -0.067
H -0.680 -1.601 -0.738
H -1.625 -1.837 2.076
H -1.550 0.380 1.923
C 1.179 1.893 -1.667
C 1.891 1.046 -0.936
O 1.383 0.409 0.170
H 1.794 2.424 -2.372
H 0.170 2.229 -1.487
H 2.971 1.046 -1.063
H 0.425 0.509 0.173
*
```

Output
energy above the lowest of the compared OMol25 structures with the same formula, charge and spin: 380.3 kJ/mol
E_HOMO: -8.9 eV
SMILES: C=CO.C=CO
gap between HOMO and LUMO: 0.3446 Ha

C5H8O | ωB97M-V with the def2-TZVPD basis set

```
! wB97M-V def2-TZVPD RIJCOSX def2/J DEFGRID3
* xyz 0 1
C 0.464 -1.605 -1.120
C -0.018 -0.484 -0.261
C -0.605 0.672 -0.604
C -1.116 1.380 0.591
O -0.705 0.658 1.621
C -0.005 -0.537 1.230
H 1.503 -1.878 -0.903
H 0.378 -1.353 -2.179
H -0.149 -2.495 -0.931
H -0.740 1.046 -1.614
H -0.080 3.148 0.519
H 0.622 3.353 0.343
H -0.554 -1.384 1.651
H 1.005 -0.520 1.658
*
```

Output
energy above the lowest of the compared OMol25 structures with the same formula, charge and spin: 382.2 kJ/mol
E_HOMO: -8.3 eV
gap between HOMO and LUMO: 0.3200 Ha